{"formula": "C14H18F16N4O5P", "method": "wB97M-V/def2-TZVPD", "species": ["C", "P", "O", "N", "C", "N", "C", "C", "O", "N", "O", "N", "H", "H", "H", "H", "H", "H", "H", "H", "H", "H", "C", "C", "C", "F", "F", "F", "F", "O", "C", "C", "F", "F", "F", "F", "H", "H", "H", "H", "C", "C", "C", "F", "F", "F", "F", "O", "C", "C", "F", "F", "F", "F", "H", "H", "H", "H"], "coordinates": [[-4.69765, 2.98789, 4.12503], [-4.94687, 1.33082, 4.82827], [-5.35254, 1.61369, 6.36147], [-3.21502, 0.84169, 4.97377], [-2.64971, 0.07946, 4.06219], [-1.36009, -0.31693, 4.03018], [-0.93105, -0.25819, 2.60037], [-2.30185, -0.03336, 1.87185], [-2.54727, -0.71842, 0.70648], [-1.69096, -0.14119, -0.41889], [-2.24431, 0.69269, -0.95204], [-3.24876, -0.41070, 2.94096], [-5.54299, 3.61809, 4.40575], [-4.69806, 2.86673, 3.03904], [-3.77065, 3.48079, 4.42453], [-4.83716, 2.29893, 6.80347], [-2.62737, 1.12287, 5.74872], [-0.72338, 0.09184, 4.69864], [-0.39681, 0.68277, 2.47081], [-0.34581, -1.10963, 2.26921], [-2.39476, 1.05889, 1.75937], [-4.22911, -0.20219, 2.80256], [-1.26797, 0.69885, -4.09210], [-1.96864, 1.41256, -5.25772], [-2.81979, 0.57327, -6.21813], [-2.06929, -0.34896, -6.84572], [-3.35021, 1.39582, -7.14526], [-1.07415, 2.13871, -5.95175], [-2.84563, 2.28474, -4.67213], [0.09832, 0.36246, -4.23326], [0.51759, -0.80537, -4.80600], [1.33695, -0.56744, -6.08308], [0.61369, 0.12218, -6.98093], [1.65732, -1.76572, -6.61148], [-0.49812, -1.65560, -5.01705], [1.35578, -1.39978, -3.91994], [-1.26617, 1.43334, -3.28957], [-1.85665, -0.14942, -3.73866], [-3.63252, 0.07773, -5.67974], [2.24628, -0.01262, -5.84467], [5.73845, -1.85072, 1.07960], [5.75464, -0.32555, 1.25830], [5.23034, 0.25140, 2.57862], [3.92530, -0.05407, 2.76416], [5.33725, 1.59556, 2.53728], [5.12810, 0.26838, 0.22217], [7.06602, 0.04030, 1.21719], [4.66251, -2.41271, 0.34820], [3.47714, -2.74542, 0.92150], [2.32027, -1.92388, 0.33754], [2.52672, -0.60227, 0.50111], [1.17624, -2.23938, 1.00446], [3.50784, -2.65556, 2.26330], [3.21068, -4.03140, 0.61173], [6.61075, -2.06176, 0.46377], [5.89408, -2.36312, 2.02931], [5.81398, -0.12480, 3.42209], [2.19509, -2.13632, -0.72487]], "gap_ev": 9.4, "charge": 1, "lumo_ev": -4.032}